# 1
DFT (the ωB97M-V functional and the def2-TZVPD basis) results for C47H40BaBrF5N11O3P2S2 as an isolated structure.

Structure (XYZ):
```
112
Properties=species:S:1:pos:R:3:forces:R:3
C 6.974951 4.353444 -1.470430 -0.1 -0.1 0.0
F 2.642213 1.438132 8.013014 0.0 0.0 0.0
F 5.167912 0.892958 7.216110 0.0 0.0 0.0
C -0.230820 2.514590 3.789463 0.0 0.0 -0.1
C -4.183176 -1.278727 -4.762361 0.1 0.0 0.1
C 5.179603 1.690562 -2.886052 0.1 0.1 0.1
N -3.478796 4.030381 0.475243 0.0 0.0 0.0
C -0.802459 -0.710768 -2.209624 -0.1 0.0 0.0
N 3.617153 -3.101599 -1.678911 0.0 -0.2 0.0
C -0.812384 -0.698738 4.397255 0.0 0.1 0.1
C 4.968825 4.422927 -2.823766 0.1 0.2 0.1
C 0.403288 3.689628 4.190080 0.0 0.0 0.0
O 0.712424 1.644961 -2.965860 -1.6 0.3 -3.1
C 6.939256 3.201153 -3.535888 -0.1 0.0 0.1
C -4.690895 -5.400997 0.217449 -0.1 0.1 -0.1
H -2.290555 5.519204 5.128684 0.0 0.0 0.0
S -0.913987 1.412742 0.755534 -0.7 0.5 -0.1
C -1.561096 -2.654244 -0.905885 0.1 0.0 0.2
H -5.189604 -0.093513 -6.329833 0.0 0.0 0.0
H 0.178004 5.675249 4.958015 0.0 0.0 0.0
H 1.478744 3.783040 4.086328 0.0 0.0 0.0
H -3.975417 -6.221083 0.300457 0.0 0.0 0.0
C 4.421704 0.630293 4.989979 0.0 0.0 0.1
H 8.062020 4.442053 -1.538651 0.0 0.0 0.0
H 5.025064 2.165505 0.171835 0.0 0.0 0.0
H -6.642487 -4.306454 -0.652111 -0.1 0.2 0.0
P 4.168683 2.979186 -1.978480 0.4 -0.2 -0.3
C -3.823111 -2.954085 -2.480339 -0.1 0.2 -0.2
C -0.160471 -2.707925 2.601629 0.0 0.0 0.0
Br 3.843702 0.155142 2.298176 0.0 0.0 0.0
H 0.121754 -3.493510 1.909242 0.0 0.0 0.0
C -0.968419 -2.999297 3.694089 0.0 0.1 0.0
C -5.557462 -0.905504 -4.279553 0.0 0.0 0.0
F 0.643677 1.464746 6.275217 0.1 0.0 0.0
H 4.597270 4.482042 -3.848514 0.0 0.0 0.0
C -2.355352 3.515807 4.356513 0.1 0.0 0.0
N 6.668064 3.132150 -0.727596 -0.1 0.1 0.0
H -4.742806 -3.019693 -3.047591 0.0 0.0 0.0
C 2.889411 1.203461 6.718525 0.1 0.0 0.1
O 0.107008 -0.567024 -1.399959 -1.1 -1.7 -0.5
C 3.425315 -1.840163 -1.547725 0.0 -0.2 0.1
C -0.118110 1.239418 -3.851245 0.3 0.1 0.5
H -4.487850 0.899583 -4.973461 0.0 0.0 0.0
H 4.974993 0.708058 -2.458756 0.0 0.0 0.0
C 3.385556 0.664111 4.073827 0.1 -0.1 -0.1
H -6.390964 -1.520788 -4.593885 0.0 0.0 0.0
C -2.112350 -0.164796 -4.141571 0.0 0.1 0.0
C -5.085463 -5.649827 -2.125055 0.1 -0.1 0.1
H -4.104942 -2.137108 -5.420344 0.0 0.0 0.0
N 6.630408 1.938100 -2.875046 -0.1 0.0 0.0
C -2.378470 3.694356 0.553044 0.6 -0.3 0.1
H -1.920799 -2.203651 5.448626 0.0 0.0 0.0
H 4.647650 5.333326 -2.312417 0.0 0.0 0.0
H -4.607728 -6.630082 -2.005181 0.0 0.0 0.0
H -5.630517 -0.496249 -3.280361 0.0 0.0 0.0
C 4.176153 0.915965 6.319106 0.0 0.0 0.0
C -1.765042 -1.808738 -1.984547 0.0 0.3 -0.2
N -6.978836 -5.277152 -0.644014 0.3 -0.2 -0.1
H -2.128999 1.567629 3.490607 0.0 0.0 0.0
C -1.025396 0.098783 -3.382911 -0.2 -0.2 0.0
C -0.005201 -0.389121 3.303539 -0.1 0.0 -0.1
O -0.283264 1.643322 -4.994814 0.0 0.1 -0.1
P 0.817256 1.244099 2.977108 0.4 -0.4 0.6
C -2.886695 -1.965625 -2.797709 -0.1 0.1 -0.2
C -6.124640 -5.964221 0.387390 -0.1 0.1 -0.1
H 6.587654 5.211147 -0.918233 0.0 0.0 0.0
F 5.676797 0.323936 4.644412 0.0 0.0 -0.1
N -4.646682 -4.736483 -1.081562 0.0 -0.1 -0.1
H -3.436556 3.452372 4.384173 0.0 0.0 0.0
H -7.159561 -5.181785 -2.733269 0.0 0.0 0.0
S 1.738087 3.754722 0.758278 -0.4 0.5 0.2
C -1.714334 4.675868 4.767901 0.1 -0.1 0.0
C 5.224140 3.041012 -0.450655 0.1 0.1 -0.1
H -1.321158 -4.011578 3.857800 0.0 0.0 0.0
N 3.171055 -0.732473 -1.257515 1.3 -1.3 -0.3
H -6.542175 -5.760078 1.369087 0.0 0.0 0.0
H -1.056128 0.077064 5.113505 0.0 0.0 0.0
H -0.688164 -2.509741 -0.281069 0.0 0.0 0.0
C 0.013820 4.074745 0.684602 0.1 0.6 0.0
C -0.364856 5.491954 0.691610 0.3 -0.7 0.0
N 4.583795 -4.397446 -3.550424 0.0 0.0 0.0
Ba 1.617779 1.183624 -0.987569 1.7 2.3 3.2
H 6.843200 1.068430 -0.989641 0.0 0.0 0.0
N 6.441631 4.384103 -2.835381 -0.1 0.0 0.1
C -1.617593 2.446695 3.863099 -0.1 0.0 0.0
H 6.520285 3.185386 -4.543857 0.0 0.0 0.0
H 8.025919 3.290012 -3.610921 0.0 0.0 0.0
C 1.873390 1.225770 5.781237 -0.3 0.0 0.2
H 0.932968 -1.194592 1.548665 0.0 0.0 0.0
C -1.297514 -1.987239 4.588497 0.1 0.0 -0.1
C -6.619635 -5.791213 -2.011885 -0.1 0.1 0.1
H -7.975156 -5.309118 -0.446504 0.0 -0.1 0.0
C -2.460466 -3.644741 -0.638610 -0.1 -0.1 -0.1
H 4.834890 1.667748 -3.922898 0.0 0.0 0.0
H -6.180892 -7.031596 0.189700 0.0 0.0 0.0
H -4.476527 -4.682577 1.002079 0.0 0.1 0.0
H 8.228125 2.027835 -1.547116 0.0 0.0 0.0
H -2.262452 0.428336 -5.034042 0.0 0.0 0.0
C 7.137224 1.984686 -1.503889 -0.1 0.0 0.0
C -0.330211 4.760688 4.678133 0.0 0.0 0.0
H -6.951761 -6.823503 -2.084752 -0.1 0.0 0.0
N -3.064181 -1.105465 -3.872382 -0.1 -0.3 0.1
C -3.622150 -3.792597 -1.403452 0.0 -0.1 0.4
C 4.140787 -3.738532 -2.703020 0.0 0.3 0.0
C 2.076200 0.989947 4.437528 0.0 0.2 -0.5
C -4.854755 -0.061897 -5.303735 -0.1 0.1 0.0
H 4.910263 3.912266 0.128907 0.0 0.0 0.1
H -4.819018 -5.270580 -3.105956 0.0 0.0 0.0
F -2.217957 -4.503588 0.380260 0.0 -0.1 0.0
C 0.303767 -1.412656 2.406672 0.0 0.0 -0.1
C -1.017273 3.185281 0.646059 -0.6 -0.2 0.1
N -0.638116 6.610428 0.710493 0.0 0.0 0.0
```
Forces are in eV/Å.

Energy above the lowest of the compared OMol25 structures with the same formula, charge and spin   30.8 kcal/mol
HOMO   -3.28 eV
Electronic energy   -7220.9751 hartree
LUMO energy   -0.654 eV
Charge   -1
F_max   0.084 hartree/bohr


# 2
DFT (the ωB97M-V functional and the def2-TZVPD basis) results for a 2-piece molecular cluster, C28H29NO4 overall.

Structure (XYZ):
```
62
Properties=species:S:1:pos:R:3:forces:R:3
H 4.286073 -0.322524 5.254888 0.0 0.1 -0.2
H 0.074903 2.055947 3.004446 0.0 0.4 0.8
C -4.634757 -1.042207 4.143233 0.3 -0.1 -0.3
C 1.759726 -0.683826 2.580770 -0.4 -0.7 0.9
O 3.578014 1.317904 3.123864 0.5 -0.5 -0.5
H -0.713129 -1.617205 1.103454 -0.1 0.2 0.3
C -1.809280 1.571010 1.324259 0.5 -0.2 0.1
H 1.591512 -0.727526 7.515890 -0.4 0.4 -0.1
H 3.719840 4.761128 6.222082 -0.1 0.0 -0.3
H 3.566418 6.543174 4.480328 -0.2 -0.1 0.0
H 0.872916 0.005416 0.133237 -0.1 0.5 0.1
H 5.626854 0.392007 1.737600 -0.3 -0.2 -0.1
C 1.318133 0.553080 5.804021 -0.4 0.1 -0.3
H 2.438547 2.678257 5.956673 0.1 0.2 -0.2
H -5.791727 0.777224 1.542274 0.0 -0.1 0.2
C 2.698385 1.563671 2.058336 -0.2 0.0 -0.2
O 2.843579 2.536854 1.351252 0.1 -0.2 0.5
C -2.547872 -1.033897 2.025932 -0.5 0.7 -0.1
C -0.996106 0.901992 5.121991 0.5 0.5 -0.4
H -0.849028 -0.671604 8.129010 0.1 -0.2 -0.2
C 4.898217 -0.305856 4.350600 0.0 0.1 -0.2
C 4.782418 -0.309816 1.806094 0.2 -0.1 0.1
C 1.511405 3.245321 4.084465 0.5 0.9 -0.3
C 0.384070 1.130389 4.909466 0.2 -0.9 1.0
C -5.888667 0.048315 2.351845 0.1 0.0 0.0
C -3.424923 0.041532 2.287415 0.7 0.1 -0.6
C 3.077451 4.635657 5.351394 -0.4 -0.2 -0.3
H -6.605206 0.425355 3.093592 0.0 0.0 -0.2
C 1.329092 4.328957 3.174171 0.2 -0.5 0.4
H -1.512088 2.577593 0.999775 -0.1 -0.4 0.3
C -0.506023 -0.238493 7.195762 0.1 0.2 -0.8
C 0.598500 0.771814 0.891055 -0.9 -0.1 -1.0
C 2.951598 5.649719 4.393852 -0.2 -0.3 -0.2
H 5.375361 -1.281707 4.256530 -0.1 0.0 0.0
H 4.112418 -0.179581 0.943854 0.3 0.0 0.2
C 1.583794 0.634881 1.985015 0.9 0.6 1.5
H -2.836932 -2.055409 2.277608 0.0 0.3 -0.1
C -3.089240 1.336051 1.807792 -0.3 -0.6 0.5
C -1.439922 0.291755 6.282824 0.5 -0.3 0.5
H -3.813405 2.151911 1.905056 0.3 -0.3 0.0
H -4.718602 -2.108230 3.875652 0.0 0.0 0.1
H 5.174124 -1.331915 1.821221 -0.1 0.1 -0.1
H 1.918891 6.310749 2.594869 0.1 -0.2 0.3
C 2.360883 3.450435 5.198068 0.0 0.2 -0.2
C 2.052351 5.507701 3.324225 0.1 -0.1 0.2
H -6.293739 -0.884556 1.920809 0.0 0.1 0.0
C 0.781251 2.029264 3.845835 -1.1 -0.4 -1.5
H 0.708967 1.780259 0.463267 0.0 -0.4 0.0
H -1.696896 1.314829 4.390849 0.1 -0.2 0.2
C -0.872115 0.524176 1.255478 0.0 0.2 -0.7
H -5.490238 -0.778493 4.774328 0.1 0.0 -0.1
N -4.607253 -0.169491 2.987446 -0.8 0.4 0.7
C -1.333049 -0.783021 1.416995 0.1 -0.1 0.2
O 2.919602 -0.923317 3.277968 0.0 0.1 -0.4
H -2.507449 0.227984 6.487620 0.2 0.0 0.0
H 5.677110 0.445282 4.452555 0.0 0.1 -0.1
H 2.389095 0.725214 5.631508 -0.6 -0.4 0.0
C 0.864168 -0.192521 6.890656 -0.1 0.1 0.2
C 4.052194 -0.044868 3.112204 -0.8 0.3 0.3
H -3.721011 -0.901533 4.734108 -0.2 -0.1 -0.2
H 0.582969 4.219226 2.380267 0.5 0.0 0.2
O 0.924558 -1.571049 2.565842 1.1 0.7 0.1
```
Forces are in eV/Å.

Energy above the lowest of the compared OMol25 structures with the same formula, charge and spin   91.9 kcal/mol
HOMO   -7.49 eV
Electronic energy   -1440.0175 hartree
LUMO energy   -1.405 eV
Charge   0
F_max   0.038 hartree/bohr


# 3
DFT (the ωB97M-V functional and the def2-TZVPD basis) results for a 2-piece molecular cluster, CH3IO overall.

Structure (XYZ):
```
6
Properties=species:S:1:pos:R:3:forces:R:3
I 2.584521 -0.096246 -0.065602 0.0 0.1 0.5
C 1.019304 0.336537 1.271727 0.2 0.2 -0.3
H 0.031825 -0.584675 -0.867580 -1.9 -2.7 2.4
H 0.116785 -1.760419 0.276253 0.3 -0.1 -0.3
O -0.518236 -1.247699 -0.228549 1.3 2.6 -2.1
H 1.092561 -0.474070 2.023507 0.1 -0.2 -0.2
```
Forces are in eV/Å.

Energy above the lowest of the compared OMol25 structures with the same formula, charge and spin   84.7 kcal/mol
HOMO   -9.25 eV
Electronic energy   -412.6714 hartree
LUMO energy   -1.367 eV
Charge   0
F_max   0.080 hartree/bohr


# 4
DFT (the ωB97M-V functional and the def2-TZVPD basis) results for an isolated ion of composition C3H3ClNO and charge +1.

Structure (XYZ):
```
9
Properties=species:S:1:pos:R:3:forces:R:3
H 0.760883 -1.480905 -1.140707 -0.2 1.2 0.2
H -1.375379 0.102620 1.645132 -0.3 0.2 1.0
O -1.451101 -2.312988 0.055287 -0.6 -1.3 0.4
C 0.139302 -0.728761 -0.600003 2.7 -5.5 -2.0
N -0.953305 -1.270419 0.091043 -0.2 0.9 -1.2
H 0.256049 1.540020 -0.358748 0.9 0.4 -0.6
C -1.437701 0.038855 0.588080 2.3 2.4 -1.9
Cl -2.789974 0.724317 -0.218011 -0.3 -0.5 0.4
C 0.027557 0.505870 -0.308895 -4.4 2.2 3.7
```
Forces are in eV/Å.

Energy above the lowest of the compared OMol25 structures with the same formula, charge and spin   61.3 kcal/mol
HOMO   -16.18 eV
Electronic energy   -705.8345 hartree
LUMO energy   -7.496 eV
Charge   +1
F_max   0.126 hartree/bohr


> Which of these has the highest F_max?

C3H3ClNO